Below is a molecular structure, C42H54BF4N10OSbSi3V at a distorted geometry, with properties calculated with the ωB97M-V functional and the def2-TZVPD basis.

ORCA input file:
```
! wB97M-V def2-TZVPD RIJCOSX def2/J DEFGRID3
* xyz 0 2
V -1.547 -1.376 -2.110
C 4.585 -0.081 -2.601
N 3.160 -0.239 -2.881
C 2.225 -0.924 -2.219
N 1.074 -0.873 -2.864
C 1.362 -0.082 -3.930
N 2.606 0.336 -3.977
C 4.867 0.574 -1.270
C 5.674 -0.072 -0.342
C 5.902 0.483 0.911
C 5.271 1.662 1.264
C 4.457 2.314 0.339
C 4.286 1.791 -0.938
C 3.676 3.485 0.739
N 3.231 4.450 0.015
N 2.418 5.223 0.843
C 2.433 4.655 1.996
O 3.223 3.547 2.020
C 1.703 5.025 3.209
C 2.225 4.726 4.467
C 1.510 5.066 5.601
C 0.272 5.689 5.479
C -0.251 5.987 4.228
C -1.601 6.646 4.099
N -2.513 5.871 3.275
C -2.743 4.550 3.256
N -3.645 4.254 2.345
C -3.939 5.468 1.817
N -3.278 6.476 2.342
C 0.472 5.652 3.090
H 4.966 0.504 -3.438
H 5.064 -1.061 -2.625
H 2.423 -1.462 -1.307
H 0.638 0.185 -4.682
H 6.119 -1.026 -0.595
H 6.544 -0.022 1.619
H 5.399 2.077 2.254
H 3.667 2.319 -1.652
H 3.182 4.230 4.550
H 1.909 4.841 6.580
H -0.293 5.943 6.367
H -1.521 7.615 3.607
H -2.037 6.804 5.087
H -2.239 3.853 3.905
H -4.654 5.610 1.024
H 0.080 5.871 2.104
C 1.785 -4.097 -1.768
Sb -0.079 -3.539 -0.830
C -1.570 -3.332 -2.393
C -1.134 -2.993 -3.781
C -2.008 -2.276 -4.620
C -1.564 -1.890 -5.888
C -0.300 -2.238 -6.298
C 0.489 -2.980 -5.414
N 0.107 -3.327 -4.205
Si -2.833 -4.745 -2.255
C -1.857 -6.318 -2.583
C -4.112 -4.600 -3.603
C -3.564 -4.831 -0.537
C -0.188 -0.718 1.264
C -0.080 0.072 0.145
C 0.881 1.149 -0.030
C 0.755 2.074 -1.005
C -0.261 1.949 -2.002
C -1.059 0.871 -1.928
N -0.982 -0.076 -0.920
Si -1.926 -0.946 1.964
C -2.329 0.749 2.669
C -3.255 -1.405 0.741
C -1.996 -2.163 3.387
Si 1.309 -0.990 2.344
C 2.869 -1.094 1.288
C 1.258 -2.672 3.183
C 1.547 0.351 3.638
H 1.632 -5.077 -2.217
H 2.527 -4.173 -0.971
H 2.100 -3.406 -2.540
H -3.034 -2.097 -4.333
H -2.234 -1.350 -6.546
H 0.071 -1.974 -7.279
H 1.485 -3.298 -5.707
H -1.173 -6.180 -3.424
H -2.518 -7.154 -2.822
H -1.262 -6.601 -1.712
H -3.639 -4.633 -4.587
H -4.714 -3.697 -3.530
H -4.789 -5.456 -3.536
H -2.894 -4.401 0.210
H -3.741 -5.871 -0.256
H -4.509 -4.290 -0.492
H 1.646 1.264 0.725
H 1.421 2.921 -1.047
H -0.383 2.688 -2.780
H -1.866 0.729 -2.659
H -2.112 1.529 1.936
H -1.723 0.947 3.558
H -3.381 0.840 2.946
H -3.614 -0.536 0.191
H -4.119 -1.847 1.242
H -2.914 -2.153 0.018
H -1.350 -1.865 4.211
H -1.732 -3.179 3.094
H -3.021 -2.180 3.765
H 2.764 -1.918 0.574
H 3.725 -1.330 1.926
H 3.110 -0.187 0.736
H 0.745 -3.400 2.552
H 0.765 -2.665 4.152
H 2.280 -3.025 3.335
H 1.642 1.337 3.176
H 2.446 0.164 4.230
H 0.697 0.391 4.323
F -3.495 -0.923 -2.533
B -5.010 -1.086 -2.387
F -5.451 0.066 -1.804
F -5.201 -2.208 -1.615
F -5.440 -1.263 -3.685
*
```

Values from the calculation:
Molar mass (g mol⁻¹): 1058.73
Frontier orbital gap (alpha / beta) (eV): 6.10 / 6.44
Expectation value of S²: 0.869
Largest force on an atom (eV/Å): 1.7
Energy (eV): -128789.7188